1.
{
  "formula": "C25H38IrN3O3PS2SiTe",
  "method": "wB97M-V/def2-TZVPD",
  "relative_energy_ev": 0.898,
  "gap_ev": 4.344,
  "homo_ev": -2.5,
  "charge": -1,
  "lumo_ev": 1.86,
  "species": ["Ir", "O", "C", "O", "C", "C", "C", "C", "C", "C", "S", "H", "H", "H", "H", "C", "C", "C", "C", "C", "C", "C", "S", "C", "O", "H", "H", "H", "H", "H", "H", "H", "H", "H", "H", "C", "N", "C", "N", "C", "N", "C", "P", "C", "C", "H", "H", "H", "H", "H", "H", "H", "H", "H", "H", "H", "H", "H", "Te", "C", "Si", "C", "C", "C", "H", "H", "H", "H", "H", "H", "H", "H", "H", "H", "H"],
  "coordinates": [[-0.21, 0.07, 0.08], [-1.68, 2.93, 2.49], [-1.85, 2.04, 1.67], [-0.93, 1.78, 0.78], [-3.18, 1.35, 1.55], [-4.28, 2.06, 2.05], [-5.56, 1.56, 1.98], [-5.77, 0.32, 1.38], [-4.70, -0.40, 0.88], [-3.38, 0.09, 0.96], [-2.17, -1.02, 0.34], [-4.07, 3.02, 2.50], [-6.39, 2.13, 2.38], [-6.77, -0.09, 1.31], [-4.87, -1.36, 0.41], [4.91, -4.50, 2.15], [3.91, -3.80, 1.27], [2.55, -3.97, 1.47], [1.61, -3.26, 0.72], [2.06, -2.42, -0.28], [3.42, -2.26, -0.53], [4.33, -2.94, 0.26], [0.92, -1.43, -1.24], [0.14, -2.76, -2.11], [1.80, -0.73, -2.21], [4.42, -5.17, 2.85], [5.49, -3.77, 2.73], [5.62, -5.08, 1.56], [2.20, -4.63, 2.26], [0.56, -3.36, 0.93], [3.73, -1.62, -1.35], [5.40, -2.81, 0.08], [0.96, -3.30, -2.57], [-0.52, -2.33, -2.86], [-0.42, -3.37, -1.41], [3.87, 3.18, 1.96], [2.41, 3.51, 1.76], [2.21, 4.27, 0.45], [2.82, 3.58, -0.62], [4.21, 3.27, -0.36], [4.40, 2.45, 0.85], [3.83, 1.08, 0.71], [2.01, 1.08, 0.40], [1.62, 2.23, 1.79], [2.11, 2.33, -0.97], [3.94, 2.59, 2.87], [4.41, 4.12, 2.08], [2.08, 4.10, 2.52], [2.67, 5.26, 0.59], [1.14, 4.36, 0.31], [4.77, 4.20, -0.22], [4.63, 2.74, -1.21], [4.03, 0.51, 1.62], [4.35, 0.57, -0.11], [1.81, 1.72, 2.73], [0.56, 2.48, 1.76], [1.09, 2.52, -1.28], [2.63, 1.87, -1.81], [0.55, -0.78, 2.56], [-0.37, 3.82, -2.75], [-0.85, 2.04, -3.21], [-2.49, 2.30, -4.10], [0.40, 1.48, -4.50], [-1.07, 0.82, -1.86], [-0.60, 4.48, -3.59], [0.68, 3.96, -2.51], [-0.97, 4.16, -1.89], [-2.37, 2.96, -4.96], [-3.22, 2.75, -3.42], [-2.91, 1.35, -4.45], [0.46, 2.18, -5.33], [0.12, 0.50, -4.90], [1.39, 1.37, -4.05], [-1.19, -0.13, -2.41], [-2.07, 1.04, -1.47]]
}

2.
{
  "formula": "C23H35N3O7S",
  "method": "wB97M-V/def2-TZVPD",
  "smiles": "CC(C)S[C@@H]1O[C@H](CO)[C@H](O)[C@H](O)[C@H]1O.CNC(=O)[C@H](Cc1c[nH]c2ccccc12)NC(C)=O",
  "relative_energy_ev": 0.399,
  "gap_ev": 8.588,
  "homo_ev": -8.4,
  "lumo_ev": 0.18,
  "species": ["C", "C", "C", "S", "C", "O", "C", "C", "O", "C", "O", "C", "O", "C", "O", "H", "H", "H", "H", "H", "H", "H", "H", "H", "H", "H", "H", "H", "H", "H", "H", "H", "H", "C", "N", "C", "O", "C", "C", "C", "C", "N", "C", "C", "C", "C", "C", "C", "N", "C", "C", "O", "H", "H", "H", "H", "H", "H", "H", "H", "H", "H", "H", "H", "H", "H", "H", "H", "H"],
  "coordinates": [[2.42, 1.66, -1.06], [1.88, 2.42, -2.27], [1.23, 1.45, -3.27], [0.71, 3.72, -1.71], [-0.78, 2.88, -1.02], [-1.47, 2.27, -2.11], [-2.68, 1.59, -1.75], [-3.28, 0.95, -3.00], [-2.57, -0.24, -3.35], [-3.68, 2.57, -1.10], [-4.16, 3.54, -2.04], [-3.00, 3.29, 0.08], [-3.89, 4.31, 0.60], [-1.68, 3.94, -0.37], [-1.07, 4.53, 0.78], [1.60, 1.15, -0.54], [3.16, 0.92, -1.38], [2.89, 2.35, -0.36], [2.71, 2.92, -2.77], [0.72, 2.01, -4.06], [1.99, 0.82, -3.73], [0.50, 0.80, -2.77], [-0.48, 2.14, -0.28], [-2.45, 0.80, -1.03], [-4.34, 0.70, -2.83], [-3.24, 1.67, -3.83], [-2.74, -0.49, -4.27], [-4.53, 2.00, -0.72], [-4.38, 4.37, -1.57], [-2.77, 2.56, 0.86], [-4.70, 3.91, 0.96], [-1.89, 4.71, -1.12], [-1.69, 5.17, 1.18], [0.89, -3.59, 3.10], [0.71, -4.40, 1.89], [1.26, -4.23, 0.69], [0.98, -5.01, -0.21], [2.20, -3.04, 0.41], [1.50, -2.00, -0.48], [0.24, -1.45, 0.12], [-1.01, -1.79, -0.25], [-1.93, -1.16, 0.57], [-1.31, -0.36, 1.50], [-1.79, 0.47, 2.53], [-0.87, 1.16, 3.33], [0.51, 1.02, 3.10], [0.98, 0.19, 2.07], [0.09, -0.52, 1.24], [3.44, -3.46, -0.25], [4.54, -3.94, 0.34], [4.61, -4.04, 1.85], [5.50, -4.29, -0.33], [0.30, -4.01, 3.92], [1.94, -3.56, 3.39], [0.53, -2.57, 2.92], [0.10, -5.20, 1.95], [2.44, -2.54, 1.35], [2.18, -1.18, -0.66], [1.26, -2.45, -1.44], [-1.26, -2.48, -1.05], [-2.93, -1.29, 0.48], [-2.85, 0.56, 2.71], [-1.22, 1.81, 4.13], [1.22, 1.57, 3.71], [2.05, 0.10, 1.89], [3.46, -3.48, -1.26], [4.46, -3.06, 2.29], [5.59, -4.41, 2.13], [3.85, -4.73, 2.20]]
}

3.
{
  "formula": "CH8NO2",
  "method": "wB97M-V/def2-TZVPD",
  "s_squared": 0.753,
  "relative_energy_ev": 0.005,
  "spin_multiplicity": 2,
  "gap_ev": [5.874, 10.255],
  "homo_ev": [-5.3, -9.7],
  "lumo_ev": [0.59, 0.59],
  "species": ["C", "N", "H", "H", "H", "H", "H", "H", "O", "H", "H", "O"],
  "coordinates": [[-1.13, -1.06, 1.04], [-0.93, -0.27, -0.07], [-1.30, -2.11, 0.91], [-1.63, -0.57, 1.87], [-0.74, 0.71, 0.12], [-0.50, -0.68, -0.88], [0.66, 2.73, -0.22], [0.36, 2.87, 1.25], [0.17, 2.29, 0.49], [2.03, -1.67, -0.93], [1.68, -1.12, -2.24], [1.34, -1.12, -1.33]]
}

4.
{
  "formula": "C34H85NO28P8S",
  "method": "wB97M-V/def2-TZVPD",
  "smiles": "CCP(CC)COC[C@@H](CCCCn1cccc1)OCP(O)(O)=S.COP(=O)(OC)OC.COP(=O)(OC)OC.COP(=O)(OC)OC.COP(=O)(OC)OC.COP(=O)(OC)OC.COP(=O)(OC)OC",
  "relative_energy_ev": 0.000,
  "gap_ev": 4.785,
  "homo_ev": -7.5,
  "lumo_ev": -2.69,
  "species": ["C", "C", "P", "C", "C", "C", "O", "C", "C", "C", "C", "C", "C", "N", "C", "C", "C", "C", "O", "C", "P", "O", "O", "S", "H", "H", "H", "H", "H", "H", "H", "H", "H", "H", "H", "H", "H", "H", "H", "H", "H", "H", "H", "H", "H", "H", "H", "H", "H", "H", "H", "H", "H", "H", "H", "C", "O", "P", "O", "O", "C", "O", "C", "H", "H", "H", "H", "H", "H", "H", "H", "H", "C", "O", "P", "O", "O", "C", "O", "C", "H", "H", "H", "H", "H", "H", "H", "H", "H", "C", "O", "P", "O", "O", "C", "O", "C", "H", "H", "H", "H", "H", "H", "H", "H", "H", "C", "O", "P", "O", "O", "C", "O", "C", "H", "H", "H", "H", "H", "H", "H", "H", "H", "C", "O", "P", "O", "O", "C", "O", "C", "H", "H", "H", "H", "H", "H", "H", "H", "H", "C", "O", "P", "O", "O", "C", "O", "C", "H", "H", "H", "H", "H", "H", "H", "H", "H"],
  "coordinates": [[6.49, 0.57, -1.07], [5.85, 1.85, -1.72], [4.17, 2.34, -1.05], [2.97, 2.31, -2.52], [3.10, 3.65, -3.33], [3.56, 1.14, 0.28], [3.03, 1.94, 1.34], [1.94, 1.32, 1.97], [0.61, 1.37, 1.13], [-0.12, -0.05, 1.03], [0.45, -0.77, -0.25], [-0.49, -1.89, -0.84], [-0.76, -1.64, -2.38], [-1.91, -2.50, -2.75], [-3.05, -1.96, -3.31], [-3.90, -3.13, -3.46], [-3.16, -4.30, -2.96], [-1.87, -3.85, -2.52], [-0.36, 2.31, 1.68], [-0.97, 2.95, 0.55], [-2.53, 3.86, 1.00], [-3.22, 4.40, -0.42], [-3.54, 2.84, 1.83], [-2.08, 5.33, 2.17], [7.57, 0.49, -1.35], [5.93, -0.33, -1.41], [6.47, 0.70, 0.04], [5.77, 1.67, -2.83], [6.53, 2.73, -1.59], [3.24, 1.47, -3.22], [1.91, 2.13, -2.20], [3.20, 4.53, -2.66], [4.04, 3.59, -3.94], [2.26, 3.84, -4.03], [4.36, 0.44, 0.64], [2.79, 0.49, -0.22], [2.15, 0.28, 2.34], [1.73, 1.91, 2.90], [0.89, 1.76, 0.13], [-1.22, 0.14, 1.00], [0.11, -0.60, 1.97], [0.64, -0.01, -1.05], [1.42, -1.24, 0.03], [0.04, -2.86, -0.71], [-1.49, -1.90, -0.35], [-1.08, -0.57, -2.53], [0.14, -1.88, -3.01], [-3.24, -0.90, -3.55], [-4.92, -3.12, -3.88], [-3.50, -5.35, -2.92], [-1.03, -4.42, -2.06], [-0.23, 3.72, 0.19], [-1.20, 2.23, -0.28], [-3.04, 3.70, -1.07], [-3.61, 2.01, 1.31], [-3.78, 5.24, 9.08], [-3.48, 5.11, 7.70], [-2.78, 3.66, 7.19], [-3.59, 2.75, 8.07], [-1.35, 4.08, 7.90], [-0.79, 5.36, 7.62], [-2.01, 2.37, 6.40], [-1.15, 2.71, 5.30], [-3.87, 6.30, 9.30], [-4.72, 4.75, 9.31], [-2.98, 4.82, 9.70], [-0.92, 6.01, 8.49], [-1.26, 5.83, 6.75], [0.28, 5.25, 7.42], [-0.24, 3.19, 5.66], [-1.67, 3.37, 4.60], [-0.88, 1.80, 4.77], [8.92, 2.06, 3.20], [9.66, 0.86, 3.42], [8.90, -0.60, 3.01], [8.24, -0.11, 1.75], [7.89, -0.46, 4.31], [8.46, -0.20, 5.60], [8.38, -2.20, 2.78], [8.87, -3.18, 3.72], [9.37, 2.83, 3.82], [9.00, 2.35, 2.15], [7.88, 1.94, 3.48], [8.27, 0.83, 5.88], [9.54, -0.37, 5.61], [7.99, -0.86, 6.33], [8.40, -3.03, 4.69], [9.95, -3.11, 3.81], [8.61, -4.17, 3.35], [-8.53, -2.42, 6.86], [-7.19, -2.28, 7.30], [-6.91, -1.29, 8.65], [-8.13, -1.71, 9.43], [-7.20, 0.06, 7.76], [-6.52, 0.23, 6.52], [-6.29, -0.35, 9.91], [-4.98, 0.21, 9.70], [-8.51, -2.76, 5.83], [-9.05, -3.16, 7.47], [-9.06, -1.46, 6.90], [-7.22, 0.07, 5.70], [-5.68, -0.46, 6.41], [-6.14, 1.25, 6.45], [-5.03, 1.01, 8.95], [-4.28, -0.56, 9.37], [-4.63, 0.63, 10.64], [4.78, -1.65, -5.91], [6.16, -1.31, -5.93], [6.57, 0.29, -6.30], [5.42, 0.87, -5.52], [6.17, 0.04, -7.87], [6.77, -1.05, -8.58], [7.12, 1.86, -6.68], [8.37, 1.95, -7.38], [4.70, -2.73, -6.02], [4.33, -1.36, -4.96], [4.25, -1.18, -6.74], [6.03, -1.84, -8.71], [7.63, -1.45, -8.04], [7.09, -0.70, -9.56], [8.25, 1.60, -8.41], [9.14, 1.37, -6.88], [8.68, 3.00, -7.40], [-7.32, 1.04, -0.93], [-6.88, -0.31, -0.86], [-7.69, -1.44, -1.84], [-7.82, -0.50, -3.01], [-9.02, -1.38, -0.87], [-8.87, -1.61, 0.53], [-8.38, -2.70, -2.75], [-8.41, -4.00, -2.14], [-6.97, 1.54, -0.03], [-6.88, 1.53, -1.79], [-8.41, 1.10, -0.96], [-8.97, -0.66, 1.06], [-7.90, -2.05, 0.77], [-9.66, -2.29, 0.87], [-9.15, -4.02, -1.33], [-7.43, -4.27, -1.75], [-8.70, -4.73, -2.90], [0.60, -3.80, -10.32], [-0.35, -2.97, -9.66], [-0.10, -2.66, -8.01], [1.39, -2.51, -8.08], [-0.54, -4.20, -7.62], [-1.76, -4.73, -8.14], [-0.18, -2.21, -6.38], [-1.49, -2.06, -5.81], [0.13, -4.18, -11.22], [1.48, -3.21, -10.60], [0.90, -4.64, -9.69], [-1.53, -5.45, -8.93], [-2.40, -3.95, -8.56], [-2.30, -5.24, -7.34], [-1.96, -3.04, -5.69], [-2.11, -1.43, -6.44], [-1.39, -1.60, -4.84]]
}